140
Properties=species:S:1:pos:R:3 method="wB97M-V/def2-TZVPD" max_force_ev_per_a=2.27 gap_ev=4.26 homo_energy_ev=-2.240 e_tot_ev=-403051.1894 total_charge=-2
C 2.1804 -1.1776 0.8804
C -2.6393 0.5472 -4.7592
C 5.4490 -2.9867 1.5811
C -3.6814 1.3084 -1.7591
H -0.3891 -2.5148 -5.8924
H 1.1912 -1.9007 6.9821
H 4.1626 0.5020 -2.3357
C 2.2325 4.6444 -0.7516
C 2.9449 3.8981 3.5322
C -2.9674 5.0436 1.9066
C -2.9687 3.7063 1.5140
H -5.5890 -4.4937 -3.8093
H 1.9950 3.9336 6.5054
H -5.0589 0.3420 0.5037
H 0.0684 -6.1517 -1.1810
H -3.8186 0.2518 -1.8563
C 4.0826 -2.7305 1.3951
N 0.4110 -0.1139 4.3088
Se -1.5351 1.5526 4.0716
C 1.2320 -3.9116 -2.9513
C 3.2012 4.1581 -2.8929
N 2.4168 0.9999 -1.2187
N -3.4196 -1.0070 0.6763
N -1.7716 3.1601 1.6915
N 1.0871 2.9647 0.5178
H -4.7996 -3.1647 0.1561
C -4.7132 -3.8873 -0.6475
H -4.7833 0.5971 3.0443
C -1.6808 5.2686 2.3461
H -1.2850 -4.5768 -5.0646
H -3.7915 3.1280 1.1314
N -2.6805 3.1235 -1.3228
C 2.9524 2.8156 -2.6564
Si -4.2291 -3.0107 -2.2748
C -2.7606 -1.3639 1.8126
N 1.4894 0.3083 -0.4485
C 4.5899 -0.4114 1.0140
H 1.6680 5.6099 6.1010
C -5.5775 -1.6904 -2.6264
C 1.6286 0.3012 4.3522
C 3.3207 0.1291 -1.7873
H 3.3122 4.9619 5.9260
N -0.5658 -3.9857 3.1524
H -1.2213 6.1554 2.7360
H 3.8603 5.6686 -4.2620
H -0.3799 -5.9463 -4.4630
N -4.2173 0.0114 2.4243
H -1.6816 -6.0358 -1.2610
H -2.3788 0.9769 -5.7224
H -5.7068 -1.0308 -1.7763
C -1.6235 -2.2694 1.9037
O 8.0927 0.1037 1.1939
C 0.3319 3.9322 2.6302
N -1.0040 4.1158 2.2061
C 1.1695 -1.2625 6.1239
O 5.0569 -5.2073 1.9011
H 0.5536 0.5948 -4.8128
H 3.3717 -3.5394 1.4669
Rb -0.6554 0.4700 1.1134
O 1.4300 -1.9308 1.7446
Se -3.0719 5.1854 5.9755
Si -0.6424 -4.2118 -2.6434
H 0.9473 -3.3581 0.2927
H -0.7829 -4.9335 -0.2457
H -3.7809 5.7383 1.8960
H -2.2185 -2.9459 3.8593
C -3.8932 3.5132 -1.7588
C 3.6607 -1.4360 1.1264
H 3.1045 6.1158 -2.0206
O 1.8806 0.2387 0.9548
H -6.5425 -2.1492 -2.8192
H -4.0933 -5.2816 -3.3575
C 0.6448 4.3580 3.9176
H -2.0719 -5.7660 -4.0548
H 4.8871 4.2355 -4.2151
H 1.7333 -3.6287 -2.0324
N 6.9018 0.3507 1.0088
Si -1.4547 -0.8856 -4.2757
H -2.5761 1.3395 -4.0230
Sb -3.4168 3.1615 4.6916
C -1.2360 -1.8378 -5.9398
H 1.0511 -4.8325 2.2512
C 3.8560 4.5861 -4.1716
C 2.2519 4.7375 5.8125
H -4.2112 4.5358 -1.8146
Se -2.4652 1.1269 6.1489
Sb -1.8638 -2.0036 -1.9380
H 1.7277 -4.8018 -3.3314
C 2.6562 3.5040 2.2497
H 7.4390 -2.1899 1.6122
O 6.4870 1.4571 0.6750
N -3.2278 -0.7521 2.8862
H 3.9725 3.8834 3.8696
C 2.8710 5.0666 -1.8949
H 0.1152 0.6742 -3.1164
H -0.8613 -1.4083 5.3718
C -4.5680 2.3508 -2.0604
H -1.0689 -1.1543 -6.7688
C 5.9538 -0.6928 1.1762
C 3.0068 -1.1442 -1.5330
C -1.1476 -5.2224 -4.2066
C 0.1306 -0.9975 5.2960
C 0.4578 -2.9631 1.1940
C 1.8175 -1.1223 -0.6292
H 1.9441 5.3592 0.0075
S 2.5618 -0.3780 5.6312
Se -5.7175 2.6303 4.0663
H -5.3279 -1.0827 -3.4909
H -0.1434 4.7295 4.5660
H -5.6558 -4.4247 -0.7201
H 0.9993 -0.7105 -3.7278
H -1.9352 3.6930 -0.9525
C -4.3240 -0.1548 1.1052
H 3.5470 -2.0273 -1.8043
C 1.3343 3.4685 1.7407
H -2.1228 -2.4214 -6.1693
H 4.3022 0.6090 0.8108
H -3.6729 0.2214 -4.8128
H 1.3857 -3.1145 -3.6735
C 0.2153 0.0032 -3.9661
C 0.3508 -4.0088 2.2494
H 0.9596 -1.7150 -0.9455
C 2.3704 2.3643 -1.4773
N 5.8900 -4.3043 1.8796
C 1.9432 4.3300 4.4016
H 2.0498 1.0242 3.6765
H 3.2526 2.0957 -3.4049
C 6.3896 -1.9737 1.4742
C 1.8897 3.2959 -0.5173
C -4.5272 -4.3304 -3.6470
O 7.0878 -4.4792 2.0987
N -2.5499 1.8024 -1.3092
H -4.0863 -4.0384 -4.5944
I -6.4807 2.1962 -2.8794
N -0.7707 -2.3519 0.8777
H -3.9444 -4.5972 -0.3571
C -1.4915 -3.0117 3.0667
C -0.7662 -5.4561 -1.1967
H 3.4459 3.1672 1.5921
H 3.3295 4.1672 -5.0264